[1]
C21H25N3O3PdS2Se4 | ωB97M-V/def2-TZVPD

LUMO level = 4.06 eV
Relative energy (zero: lowest compared OMol25 entry of this formula, charge and spin) = 75.30 kJ/mol
Charge = -2
Spin multiplicity = 1

Positions of all 59 atoms, in Å:
Pd  -0.80329  -0.24448  1.04657
O  -5.93757  -0.34975  1.42551
S  -5.94950  -0.03834  -0.02628
C  -4.69211  -1.07548  -0.82380
C  -4.63273  -0.78259  -2.32726
C  -3.42384  -0.01390  -2.86972
C  -2.13508  -0.84508  -2.88830
S  -0.74324  -0.08282  -2.01646
O  -1.35487  0.66241  -0.85141
C  -0.41393  1.24118  -3.18241
C  0.05045  0.95912  -4.45991
C  0.35369  2.00504  -5.31761
C  0.21172  3.31875  -4.88456
C  -0.21923  3.58354  -3.59266
C  -0.53212  2.54429  -2.72558
C  -5.07457  1.50158  -0.26956
C  -5.45566  2.35848  -1.29316
C  -4.72077  3.51780  -1.50808
C  -3.63604  3.80778  -0.68861
C  -3.28332  2.95943  0.35485
C  -4.00976  1.79802  0.56801
H  -5.03624  -2.09428  -0.64268
H  -3.75005  -0.95729  -0.28102
H  -5.53758  -0.23418  -2.61795
H  -4.69475  -1.73426  -2.86417
H  -3.26340  0.91549  -2.31846
H  -3.66784  0.26924  -3.89709
H  -1.74808  -0.99759  -3.89825
H  -2.26121  -1.82763  -2.42861
H  0.19285  -0.06688  -4.78029
H  0.71609  1.79491  -6.31649
H  0.45683  4.13546  -5.55324
H  -0.29679  4.60306  -3.23624
H  -0.82317  2.73872  -1.69700
H  -6.31342  2.11818  -1.91246
H  -4.99481  4.19094  -2.31266
H  -3.04707  4.70178  -0.85954
H  -2.41614  3.18578  0.96794
H  -3.72690  1.11620  1.36255
Se  0.28335  3.66429  1.03197
Se  -0.15116  1.72311  2.38563
Se  -0.86948  -1.91644  2.73004
Se  -1.49556  -2.64894  0.60085
C  6.44730  0.41517  -3.23193
N  5.20018  0.65970  -2.54088
C  4.95473  1.86853  -1.95946
C  3.81373  2.10414  -1.30124
C  2.86327  1.01202  -1.22772
N  3.10330  -0.17107  -1.77653
C  4.25986  -0.39926  -2.44381
O  4.55419  -1.46246  -2.98306
N  1.70271  1.28436  -0.64906
H  6.81764  1.35188  -3.65054
H  6.27094  -0.30457  -4.02618
H  7.20465  -0.00182  -2.56191
H  5.73391  2.61284  -2.07110
H  3.59656  3.05127  -0.83028
H  1.57734  2.16803  -0.12781
H  1.05021  0.60315  -0.26859

Just the Mulliken charges please, in e? Sure, here they are: -0.583, -0.638, 0.274, 0.034, -1.324, 0.331, -0.911, 0.364, 0.707, 0.511, -0.712, -0.698, -0.442, -0.835, 0.024, 0.117, -0.292, -0.513, -0.487, -0.649, -0.245, 0.427, -0.230, 0.568, 0.483, -0.468, 0.355, 0.513, 0.597, 0.445, 0.382, 0.369, 0.448, 0.351, 0.371, 0.349, 0.422, 0.469, 0.492, -0.957, -0.572, -0.451, -0.551, -1.062, 0.100, -0.027, -0.959, 0.821, -0.585, 0.431, -0.735, 0.331, 0.358, 0.337, 0.267, 0.337, 0.439, -0.209, 0.310

[2]
C21H25N3O6 | ωB97M-V/def2-TZVPD

LUMO level = -0.31 eV
Relative energy (zero: lowest compared OMol25 entry of this formula, charge and spin) = 481.13 kJ/mol
SMILES = N#Cc1cncc(-c2ccc3c(c2)OCCOCCOCCOCCOCCO3)n1
Charge = 0
Spin multiplicity = 1

Positions of all 55 atoms, in Å:
N  -2.15147  -4.06254  -5.19815
C  -2.48287  -3.44110  -4.29484
C  -2.95409  -2.66978  -3.19948
C  -4.25602  -2.15730  -3.20779
N  -4.68338  -1.39558  -2.21456
C  -3.86138  -1.16978  -1.20913
C  -2.57255  -1.73003  -1.15366
C  -1.65447  -1.52402  -0.03838
C  -2.08496  -1.11253  1.22025
C  -1.15847  -0.90439  2.21682
C  0.20889  -1.09054  2.01270
C  0.64862  -1.53267  0.74514
C  -0.29111  -1.73758  -0.24921
O  1.99320  -1.75039  0.57849
C  2.53323  -2.04828  -0.69174
C  2.79158  -0.81175  -1.57117
O  1.62807  -0.31070  -2.19340
C  1.10096  0.87945  -1.64624
C  -0.25113  1.11585  -2.32523
O  -0.93163  2.26036  -1.87813
C  -1.38994  2.24327  -0.54153
C  -0.53515  3.12129  0.38581
O  0.21128  2.33297  1.28877
C  0.89892  3.13244  2.23148
C  1.48249  2.28575  3.36909
O  2.76223  1.76716  3.08477
C  2.76794  0.61308  2.27499
C  2.36443  -0.65677  3.04255
O  0.96452  -0.85117  3.11441
N  -2.13194  -2.46036  -2.17687
H  -4.94710  -2.34898  -4.01575
H  -4.23379  -0.51210  -0.43716
H  -3.13235  -0.96660  1.43056
H  -1.46921  -0.58377  3.19855
H  0.01106  -2.04677  -1.23625
H  3.49846  -2.51153  -0.46677
H  1.91627  -2.76851  -1.23609
H  3.46988  -1.11868  -2.37522
H  3.28257  -0.03655  -0.97222
H  0.95501  0.79386  -0.56165
H  1.77652  1.72523  -1.84339
H  -0.86679  0.21708  -2.18704
H  -0.09588  1.26902  -3.39527
H  -1.42221  1.22615  -0.13836
H  -2.40845  2.64359  -0.57062
H  -1.18379  3.79963  0.95997
H  0.13585  3.73654  -0.23111
H  0.19648  3.86135  2.66335
H  1.71046  3.68801  1.73853
H  0.77647  1.48902  3.62343
H  1.62769  2.93130  4.23871
H  2.10689  0.75014  1.41265
H  3.79922  0.50730  1.93101
H  2.85739  -1.52890  2.60794
H  2.67353  -0.55013  4.08640

Just the Mulliken charges please, in e? Sure, here they are: -0.452, 0.124, 0.518, -0.448, -0.647, -0.374, -0.299, 0.394, -0.480, -0.669, 0.316, 0.253, -0.041, -0.428, -0.674, -0.540, -0.417, 0.202, -0.100, -0.485, 0.107, -1.020, 0.059, -0.785, -0.442, -0.515, 0.824, -0.869, -0.547, -0.345, 0.444, 0.439, 0.379, 0.465, 0.897, 0.469, 0.373, 0.461, 0.265, -0.378, 0.562, -0.100, 0.337, -0.150, 0.384, 0.507, 0.375, 0.469, 0.317, 0.190, 0.437, -0.462, 0.354, 0.339, 0.412